The following is a DFT calculation (ωB97M-V/def2-TZVPD) of a 18-piece molecular cluster, C22H81FN35O18 overall at a distorted geometry.

Positions of all 157 atoms, in Å:
C -3.254 1.166 -4.950
O -2.066 1.921 -5.192
C -1.603 2.606 -4.045
C -0.203 2.081 -3.665
C -0.267 0.935 -2.638
C -0.967 1.284 -1.320
N -0.597 2.625 -0.781
F -1.711 3.405 -0.628
H -3.890 1.253 -5.830
H -3.009 0.108 -4.822
H -3.823 1.520 -4.094
H -1.485 3.659 -4.309
H -2.285 2.525 -3.199
H 0.420 2.905 -3.305
H 0.219 1.656 -4.571
H -0.867 0.143 -3.088
H 0.715 0.505 -2.452
H -0.669 0.553 -0.571
H -2.043 1.177 -1.419
H 0.123 3.118 -1.322
H -0.207 2.519 0.181
C -4.631 4.829 -4.684
O -5.030 3.819 -4.106
N -3.847 4.778 -5.789
N -4.944 6.084 -4.262
H -3.504 5.597 -6.278
H -3.595 3.870 -6.133
H -5.526 6.166 -3.449
H -4.631 6.916 -4.729
C -5.762 6.748 -8.315
O -4.673 7.177 -7.957
N -6.659 7.503 -9.008
N -6.155 5.472 -8.033
H -7.554 7.166 -9.307
H -6.401 8.453 -9.226
H -5.502 4.904 -7.523
H -7.041 5.085 -8.298
C -0.595 4.930 -7.554
O -1.456 5.776 -7.344
N -0.755 3.621 -7.206
N 0.590 5.228 -8.152
H -0.060 2.915 -7.372
H -1.618 3.364 -6.768
H 0.741 6.181 -8.422
H 1.293 4.537 -8.344
C 0.703 3.917 2.895
O 0.817 3.515 1.731
N 1.132 3.181 3.938
N 0.140 5.119 3.191
H 1.058 3.476 4.895
H 1.551 2.279 3.727
H -0.184 5.683 2.427
H 0.040 5.466 4.127
C 1.222 -0.521 3.467
O 1.972 0.420 3.769
N 1.639 -1.619 2.806
N -0.095 -0.498 3.801
H 1.028 -2.381 2.576
H 2.615 -1.671 2.546
H -0.433 0.306 4.297
H -0.723 -1.253 3.594
C 0.166 -3.950 5.090
O -0.024 -3.373 4.019
N -0.503 -5.074 5.436
N 1.072 -3.489 5.996
H -0.363 -5.565 6.298
H -1.170 -5.442 4.787
H 1.582 -2.657 5.759
H 1.252 -3.935 6.876
C -1.949 -8.175 4.022
O -1.554 -7.625 5.042
N -2.434 -7.482 2.949
N -1.931 -9.527 3.869
H -2.757 -7.920 2.107
H -2.466 -6.482 3.016
H -1.579 -10.072 4.636
H -2.243 -9.998 3.041
C 5.338 1.278 5.811
O 6.366 1.129 6.457
N 4.703 2.481 5.702
N 4.726 0.256 5.145
H 3.856 2.612 5.186
H 5.100 3.269 6.179
H 5.147 -0.653 5.191
H 3.881 0.389 4.617
C -4.955 11.457 -9.000
O -6.041 11.119 -9.448
N -4.742 12.702 -8.479
N -3.878 10.623 -8.983
H -3.863 13.005 -8.106
H -5.517 13.338 -8.478
H -4.005 9.698 -9.353
H -2.981 10.879 -8.618
C 3.513 4.887 8.403
O 3.630 4.530 7.234
N 4.034 4.190 9.439
N 2.845 6.026 8.755
H 3.944 4.481 10.404
H 4.534 3.347 9.219
H 2.447 6.575 8.017
H 2.741 6.332 9.705
C 1.435 -10.269 1.943
O 0.980 -11.265 2.491
N 2.253 -10.339 0.855
N 1.159 -9.005 2.373
H 2.637 -9.533 0.399
H 2.489 -11.255 0.506
H 0.563 -8.917 3.178
H 1.514 -8.176 1.936
C 2.173 1.567 -9.144
O 1.308 2.410 -8.937
N 2.007 0.258 -8.805
N 3.361 1.874 -9.731
H 2.697 -0.450 -8.968
H 1.137 0.000 -8.378
H 3.510 2.830 -9.997
H 4.081 1.201 -9.914
C 3.940 4.290 13.327
O 3.678 4.784 12.237
N 3.373 3.127 13.750
N 4.816 4.868 14.192
H 3.571 2.703 14.637
H 2.723 2.680 13.131
H 5.249 5.726 13.903
H 5.047 4.484 15.088
C 4.862 0.135 1.470
O 4.366 -0.828 2.034
N 5.703 0.002 0.402
N 4.611 1.411 1.867
H 6.125 0.777 -0.072
H 5.908 -0.929 0.092
H 3.991 1.530 2.648
H 5.008 2.220 1.428
C -5.680 -0.142 -1.190
O -5.267 -1.018 -0.450
N -6.591 -0.377 -2.176
N -5.254 1.155 -1.088
H -6.940 0.333 -2.792
H -6.924 -1.318 -2.277
H -4.587 1.360 -0.369
H -5.573 1.899 -1.685
C 4.477 -13.702 1.615
O 4.297 -13.138 0.547
N 3.791 -14.827 1.970
N 5.378 -13.252 2.535
H 3.921 -15.306 2.840
H 3.122 -15.182 1.313
H 5.899 -12.427 2.302
H 5.543 -13.698 3.417
C -1.277 -11.717 -1.192
O -1.490 -11.161 -2.257
N -1.955 -12.842 -0.808
N -0.351 -11.267 -0.299
H -1.796 -13.317 0.060
H -2.644 -13.202 -1.442
H 0.165 -10.446 -0.551
H -0.161 -11.707 0.587

Values from the calculation:
Highest occupied orbital energy in Eh: -0.37444
Total charge: +1
2S+1: 1
Frontier orbital gap in eV: 7.93
Largest force on an atom in eV/Å: 1.6

The following is a DFT calculation (ωB97M-V/def2-TZVPD) of C22H8F9N7O8PdSe as an isolated structure at a distorted geometry.

Positions of all 56 atoms, in Å:
Pd 0.570 -0.180 0.232
Se -6.849 0.646 0.949
N -5.583 1.616 0.172
C -4.456 0.971 0.331
C -3.174 1.452 -0.182
C -2.979 2.655 -0.872
C -1.709 2.997 -1.293
C -0.636 2.138 -1.044
N -0.847 0.997 -0.409
C -2.071 0.652 0.047
C -2.140 -0.554 0.782
N -0.963 -1.196 0.977
C -0.894 -2.326 1.660
C -2.060 -2.886 2.187
C -3.276 -2.256 2.006
C -3.327 -1.055 1.290
C -4.532 -0.267 1.045
N -5.722 -0.623 1.461
H -3.829 3.300 -1.054
H -1.519 3.922 -1.817
H 0.367 2.366 -1.364
H 0.073 -2.785 1.791
H -1.984 -3.813 2.738
H -4.193 -2.667 2.410
O 6.180 -2.042 -4.356
N 5.925 -2.470 -3.258
O 6.597 -3.211 -2.583
C 4.631 -2.040 -2.671
C 3.850 -1.140 -3.369
C 2.629 -0.782 -2.826
C 2.124 -1.373 -1.660
O 0.832 -1.349 -1.357
C 3.071 -2.098 -0.912
C 4.300 -2.492 -1.417
N 2.765 -2.367 0.480
O 1.917 -1.631 1.078
O 3.367 -3.192 1.071
N 1.856 0.287 -3.461
O 2.043 0.516 -4.618
O 1.106 0.915 -2.719
H 4.200 -0.720 -4.304
H 4.992 -3.099 -0.846
F 3.071 0.904 0.572
C 2.948 1.918 1.512
F 2.812 3.035 0.823
F 4.056 1.953 2.215
C 1.678 1.609 2.343
O 0.649 1.377 1.444
C 1.954 0.430 3.344
F 0.812 -0.249 3.552
F 2.429 0.845 4.497
F 2.837 -0.436 2.827
C 1.218 2.849 3.182
F 0.694 3.767 2.376
F 2.243 3.381 3.833
F 0.283 2.468 4.050

Values from the calculation:
Highest occupied orbital energy (spin up / spin down) in Eh: -0.56274 / -0.56274
Total charge: +2
2S+1: 1
Frontier orbital gap (spin up / spin down) in eV: 4.90 / 4.91
Largest force on an atom in eV/Å: 1.2

Looking at total energy for the records above, in order, we have -115865.4545; -143010.8368 eV.